Record 1
22
Properties=species:S:1:pos:R:3:forces:R:3:lowdin_charge:R:1 method="wB97M-V/def2-TZVPD" molar_mass_g_mol=224.17 spin_multiplicity=1 total_charge=0 homo_energy_ha="-0.3032 / -0.3032"
C 1.059336 1.636338 0.084235 -0.34 2.22 0.95 0.10
C 2.082912 1.392495 -0.488758 -0.66 -0.16 1.28 -0.12
C -1.544143 -1.441700 2.179523 5.52 1.74 -2.06 -0.05
C -2.689744 1.169655 -0.060032 1.22 1.64 1.21 -0.04
C 3.113028 0.678811 -1.157235 1.66 2.06 0.22 -0.27
C -1.565563 -0.551688 0.986087 1.56 -0.88 -0.05 -0.45
O -0.620899 -0.278348 -1.644938 -0.38 -0.53 0.33 -0.39
O 1.050222 -1.516304 -0.079617 -0.64 -0.13 0.18 -0.57
O 2.099240 -1.548496 -2.395700 0.49 -0.18 0.64 -0.40
O -2.738692 -0.015940 0.777181 0.13 1.41 -0.47 -0.08
O 3.373674 -0.549014 -0.480768 -0.72 -1.03 -1.15 -0.32
P -0.591098 -1.134042 -0.428116 1.73 0.61 -1.42 0.82
S 2.472049 -1.800444 -1.020807 -1.63 0.37 0.29 0.98
H 0.464411 2.316149 0.686175 -0.11 -0.89 -0.37 0.05
H -1.588181 -0.798361 3.002759 0.51 0.79 1.64 0.08
H -0.608727 -2.072134 2.031260 -1.34 0.54 1.02 0.11
H -2.391710 -1.909121 2.144247 -4.75 -3.60 0.12 0.02
H -3.677777 1.430273 -0.231450 -2.08 0.81 0.44 0.06
H -2.386429 0.946904 -1.041408 1.28 -0.55 -1.03 0.05
H -2.075003 2.094953 0.367340 -1.27 -2.37 -0.58 0.14
H 4.108434 1.220432 -1.082373 -1.28 -0.51 -0.53 0.16
H 2.654661 0.729583 -2.147606 1.08 -1.35 -0.65 0.13



Record 2
27
Properties=species:S:1:pos:R:3:forces:R:3:lowdin_charge:R:1 method="wB97M-V/def2-TZVPD" s_squared=6.064 molar_mass_g_mol=330.20 spin_multiplicity=5 total_charge=0 homo_energy_ha="-0.2966 / -0.2965"
Mn -1.529933 0.758558 0.000005 0.76 -0.64 0.00 0.92
O 4.904692 3.325347 -0.000002 0.25 -0.05 0.00 -0.01
C 4.728982 2.106830 -0.000001 -1.13 -0.18 0.00 -0.68
O 5.439449 1.097727 -0.000001 0.20 0.16 0.00 -0.02
C 3.153405 1.724460 -0.000001 1.08 0.07 0.00 -0.04
C 2.790542 0.383424 -0.000003 -0.43 -0.01 0.00 0.02
C 1.455430 0.045601 0.000000 0.13 -0.19 0.00 -0.09
N 0.483526 0.972587 0.000005 -0.09 0.04 0.00 -0.02
C 0.845895 2.277741 0.000000 -0.19 0.27 0.00 -0.16
C 2.157399 2.693406 -0.000002 -0.47 -0.12 0.00 0.08
C -0.341874 3.221895 0.000003 1.43 -0.09 0.00 -0.51
O -0.239983 4.409992 0.000002 -0.37 -0.12 0.00 0.17
O -1.477529 2.531974 0.000004 -1.09 0.75 0.00 -0.18
H 3.559350 -0.376922 -0.000005 0.10 0.09 0.00 0.12
H 1.149239 -0.991356 -0.000002 -0.04 0.08 0.00 0.08
H 2.386776 3.750351 -0.000002 0.15 -0.02 0.00 0.14
S -3.767118 0.422785 -0.000004 -0.20 0.15 0.00 0.73
C -3.176365 -1.219681 -0.000001 0.17 0.04 0.00 -0.71
C -3.942159 -2.376775 -0.000005 0.00 -0.12 0.00 -0.06
C -3.290550 -3.594792 -0.000001 -0.03 0.13 0.00 -0.03
C -1.898134 -3.632539 0.000002 0.00 0.03 0.00 -0.04
C -1.204062 -2.445086 0.000005 0.26 -0.10 0.00 -0.10
N -1.821234 -1.255692 0.000003 -0.48 -0.21 0.00 -0.09
H -5.020068 -2.303431 -0.000008 0.01 0.01 0.00 0.12
H -3.862499 -4.513304 -0.000003 0.01 0.00 0.00 0.12
H -1.359208 -4.567901 0.000004 0.01 0.01 0.00 0.12
H -0.123969 -2.445186 0.000008 -0.03 0.03 0.00 0.10